Entry 1:
ORCA calculation (the ωB97M-V functional and the def2-TZVPD basis) on the molecule C7H4O2S in a non-equilibrium geometry.

```
14
Properties=species:S:1:pos:R:3:nbo_charge:R:1
C 2.50 1.86 0.78 -0.432
C 2.54 0.62 0.92 0.561
C -2.17 -1.20 -0.53 -0.300
C -1.31 -0.37 -1.16 -0.099
C -1.79 -1.42 0.81 -0.332
C -0.18 0.10 -0.41 -0.415
C 0.73 0.98 -0.93 0.446
O 1.62 1.74 -0.72 -0.362
O 2.18 -0.48 0.90 -0.519
S -0.37 -0.58 1.27 0.530
H 3.21 2.66 0.71 0.241
H -2.99 -1.70 -0.85 0.223
H -1.55 -0.17 -2.15 0.227
H -2.41 -2.04 1.36 0.230
```

Values from the calculation:
charge	0
multiplicity	1
HOMO-LUMO gap (alpha / beta)	6.829 / 6.830	eV
E_tot	-817.5764	Ha
energy above the lowest of the compared OMol25 structures with the same formula, charge and spin	90.1	kcal per mole


Entry 2:
ORCA calculation (the ωB97M-V functional and the def2-TZVPD basis) on a structure of composition C36H38BHfN5O5 in a non-equilibrium geometry.

```
86
Properties=species:S:1:pos:R:3:mulliken_charge:R:1
Hf -3.93 1.52 17.87 1.492
O -5.03 3.58 17.75 0.228
C -4.26 4.66 18.28 0.570
C -3.77 5.61 17.43 -0.375
C -2.86 6.55 17.99 -1.105
C -2.69 6.69 19.39 -0.682
C -3.33 5.78 20.19 -0.878
C -3.94 4.65 19.64 0.986
C -4.10 3.48 20.45 -0.859
N -3.91 2.24 20.04 0.223
C -3.75 1.15 21.05 -0.873
C -3.47 -0.22 20.35 -0.959
N -2.92 -0.10 18.99 -0.171
C -1.67 -0.45 18.74 -0.230
C -0.78 0.28 17.83 0.620
C 0.48 -0.29 17.73 -0.631
C 1.60 0.40 17.23 -0.705
C 1.45 1.75 17.02 -0.535
C 0.20 2.34 17.06 -0.854
C -0.93 1.71 17.59 0.648
O -2.03 2.39 17.78 -0.414
H -3.92 5.54 16.36 0.678
H -2.38 7.29 17.35 0.431
H -1.95 7.39 19.81 0.397
H -3.41 5.91 21.29 0.323
H -4.19 3.74 21.52 0.352
H -4.57 0.99 21.71 0.381
H -2.89 1.48 21.69 0.571
H -4.44 -0.80 20.39 0.200
H -2.75 -0.77 20.94 0.662
H -1.24 -1.39 19.14 0.263
H 0.59 -1.31 18.13 0.281
H 2.55 -0.06 17.03 0.405
H 2.34 2.31 16.77 0.408
H 0.22 3.34 16.71 0.428
C -5.88 -2.47 16.82 -1.790
C -5.77 -1.06 17.34 0.687
N -4.83 -0.21 16.86 1.348
N -4.21 -0.52 15.68 -1.238
C -3.77 0.59 15.18 0.600
O -3.85 1.75 15.87 -0.730
C -3.24 0.60 13.80 0.216
C -3.04 1.74 13.08 -0.411
C -2.66 1.58 11.71 -0.565
C -2.71 0.33 11.12 -0.433
C -2.99 -0.79 11.92 -0.542
C -3.29 -0.65 13.23 -0.442
C -6.53 -0.45 18.40 0.030
C -7.79 -0.86 18.84 -0.925
C -8.59 -0.13 19.77 -0.671
C -8.05 1.06 20.26 -1.098
C -6.81 1.46 19.75 0.061
N -6.05 0.77 18.86 0.416
H -4.90 -2.85 16.47 0.350
H -6.40 -2.49 15.89 0.296
H -6.29 -3.12 17.57 0.515
H -3.21 2.72 13.48 0.524
H -2.17 2.43 11.17 0.306
H -2.45 0.22 10.06 0.340
H -3.12 -1.78 11.46 0.337
H -3.36 -1.57 13.85 0.308
H -8.11 -1.78 18.42 0.492
H -9.53 -0.56 20.12 0.385
H -8.41 1.61 21.14 0.400
H -6.42 2.47 20.02 0.065
C -7.16 6.43 14.89 -1.778
C -7.40 5.04 15.36 1.537
C -7.89 4.21 14.12 -1.832
O -6.08 4.45 15.74 -0.404
B -6.20 4.03 17.04 0.419
O -7.46 4.20 17.60 -0.301
C -8.24 5.01 16.63 1.621
C -9.54 4.28 16.44 -1.912
C -8.54 6.38 17.32 -1.858
H -6.44 6.35 13.99 0.346
H -6.65 7.07 15.66 0.315
H -8.04 6.98 14.60 0.403
H -7.13 4.24 13.30 0.438
H -8.88 4.49 13.73 0.364
H -7.96 3.10 14.31 0.300
H -9.36 3.20 16.13 0.285
H -10.18 4.83 15.75 0.418
H -10.10 4.24 17.43 0.406
H -7.56 6.94 17.46 0.243
H -8.97 6.28 18.31 0.452
H -9.28 6.94 16.75 0.431
```

Values from the calculation:
charge	0
multiplicity	1
HOMO-LUMO gap (alpha / beta)	3.442 / 3.430	eV
E_tot	-2117.6049	Ha


Entry 3:
ORCA calculation (the ωB97M-V functional and the def2-TZVPD basis) on the ion C27H29N4O5S2 with charge +1 in a non-equilibrium geometry.

```
67
Properties=species:S:1:pos:R:3:nbo_charge:R:1
C -4.34 -3.68 1.19 -0.414
N -2.90 -3.49 1.23 -0.461
C -2.20 -4.34 0.28 -0.233
H -2.71 -5.30 0.12 0.192
C -2.06 -3.63 -1.07 -0.221
N -1.39 -2.35 -0.89 -0.450
C -0.04 -2.34 -0.69 0.668
O 0.64 -3.34 -0.77 -0.564
C 0.60 -1.03 -0.36 0.034
C 0.79 -0.69 0.99 -0.199
C 1.59 0.39 1.32 -0.163
C 2.21 1.09 0.31 -0.426
C 2.07 0.76 -1.03 -0.159
C 1.27 -0.32 -1.36 -0.153
H 1.15 -0.60 -2.39 0.232
H 2.58 1.34 -1.78 0.253
S 3.32 2.39 0.73 2.269
O 3.15 2.91 2.04 -0.868
O 3.68 3.22 -0.36 -0.866
N 4.99 1.38 0.95 -0.578
C 5.16 0.54 -0.21 0.159
C 5.80 1.09 -1.32 -0.229
C 5.93 0.35 -2.48 -0.190
C 5.41 -0.94 -2.53 -0.181
C 4.78 -1.48 -1.43 -0.177
C 4.65 -0.74 -0.26 -0.251
H 4.15 -1.19 0.58 0.232
H 4.38 -2.48 -1.47 0.240
H 5.51 -1.52 -3.44 0.235
H 6.42 0.77 -3.33 0.237
H 6.19 2.10 -1.27 0.229
H 5.66 2.15 0.91 0.440
C 5.05 0.75 2.27 -0.434
H 4.88 1.52 3.03 0.254
H 6.02 0.28 2.43 0.240
H 4.26 0.00 2.36 0.228
H 1.72 0.70 2.35 0.248
H 0.30 -1.26 1.76 0.238
C -2.10 -1.18 -0.79 0.302
N -1.51 -0.06 -0.55 -0.505
C -2.39 0.99 -0.53 0.113
C -2.06 2.32 -0.31 -0.273
C -3.07 3.27 -0.33 0.302
C -4.41 2.89 -0.54 0.222
C -4.74 1.56 -0.79 -0.233
C -3.73 0.63 -0.79 -0.221
S -3.83 -1.09 -1.05 0.384
H -5.77 1.30 -0.96 0.239
O -5.43 3.80 -0.52 -0.475
C -5.07 5.05 0.04 -0.099
C -3.72 5.50 -0.51 -0.100
H -3.42 6.46 -0.09 0.209
O -2.71 4.58 -0.15 -0.493
H -3.78 5.57 -1.61 0.184
H -5.86 5.74 -0.23 0.211
H -5.01 4.96 1.13 0.183
H -1.04 2.62 -0.14 0.226
H -3.03 -3.45 -1.53 0.214
H -1.44 -4.24 -1.74 0.241
H -1.20 -4.55 0.66 0.215
C -2.40 -3.62 2.58 -0.403
H -2.58 -4.62 3.01 0.174
H -1.33 -3.42 2.60 0.189
H -2.90 -2.88 3.21 0.205
H -4.63 -4.67 1.56 0.175
H -4.82 -2.92 1.80 0.209
H -4.69 -3.57 0.16 0.196
```

Values from the calculation:
SMILES string	CN(C)CCN(C(=O)c1ccc(S(=O)(=O)[N@@H+](C)c2ccccc2)cc1)c1nc2cc3c(cc2s1)OCCO3
charge	+1
multiplicity	1
HOMO-LUMO gap	6.594	eV
E_tot	-2437.6111	Ha


E_tot of number 2 (C36H38BHfN5O5)? -2117.6049 Ha